[1]
{
  "formula": "C18H62LiN15O16",
  "method": "ωB97M-V/def2-TZVPD",
  "total_charge": 0,
  "energy_ev": -74996.0662,
  "homo_lumo_gap_ev": 7.7771,
  "multiplicity": 1,
  "species": ["Li", "C", "C", "O", "O", "H", "H", "H", "C", "O", "N", "N", "H", "H", "H", "H", "C", "O", "N", "N", "H", "H", "H", "H", "C", "O", "N", "N", "H", "H", "H", "H", "C", "O", "N", "N", "H", "H", "H", "H", "C", "O", "N", "N", "H", "H", "H", "H", "C", "O", "N", "N", "H", "H", "H", "H", "C", "O", "N", "N", "H", "H", "H", "H", "C", "C", "C", "C", "C", "C", "N", "O", "C", "C", "C", "H", "H", "H", "H", "H", "H", "H", "H", "H", "H", "H", "H", "H", "H", "H", "H", "H", "H", "H", "O", "H", "H", "O", "H", "H", "O", "H", "H", "O", "H", "H", "O", "H", "H", "O", "H", "H"],
  "coordinates": [[-1.16242, 1.62748, -1.10545], [-0.52600, 5.57277, 0.04635], [-0.89864, 4.09867, -0.40133], [0.02405, 3.37215, -0.75054], [-2.04962, 3.83636, -0.65487], [0.10808, 6.10005, -0.66640], [-0.07167, 5.49623, 1.03420], [-1.48514, 6.08046, 0.14829], [-3.82829, -2.53946, -0.01719], [-3.59467, -3.26315, 0.95112], [-2.88730, -1.99066, -0.73318], [-4.96823, -2.16574, -0.47586], [-1.95354, -2.37242, -0.68377], [-3.21635, -1.61458, -1.61089], [-5.82059, -2.22977, 0.06219], [-4.95111, -1.82628, -1.42694], [-5.36286, 2.82977, 1.40813], [-6.53839, 2.46274, 1.54433], [-4.34628, 2.30984, 1.97098], [-4.94749, 3.63559, 0.50131], [-4.29696, 1.59939, 2.68718], [-3.44116, 2.75516, 1.92038], [-5.64523, 4.12282, -0.04262], [-3.96907, 3.77996, 0.29646], [3.23361, -1.19818, -3.31388], [3.02655, -0.33694, -2.47455], [2.58182, -1.21601, -4.43981], [3.99809, -2.25547, -3.13003], [2.08722, -0.36111, -4.65105], [2.46838, -2.00558, -5.05934], [4.45833, -2.40834, -2.24408], [3.94118, -2.96426, -3.84730], [-2.29079, -0.80008, 3.71696], [-3.06857, -0.04893, 3.15376], [-1.65011, -0.58701, 4.82647], [-1.91710, -1.96283, 3.20649], [-1.44730, -1.33049, 5.47932], [-1.54996, 0.32963, 5.23860], [-2.20731, -2.25026, 2.28277], [-1.20433, -2.41136, 3.76407], [0.88556, 2.20215, -4.12039], [1.08533, 1.30908, -4.96664], [1.63409, 2.31705, -3.03464], [-0.07572, 3.11724, -4.20884], [2.32794, 1.62520, -2.78969], [1.22623, 2.79066, -2.24126], [-0.33499, 3.66103, -3.39817], [-0.58940, 3.07285, -5.07732], [-0.77613, -2.35150, -3.84284], [-0.87958, -2.13992, -2.69724], [-0.48912, -1.38186, -4.69844], [-0.80277, -3.52581, -4.36262], [-0.50241, -1.58654, -5.68739], [-0.62421, -0.48773, -4.24859], [-0.70748, -3.74647, -5.34360], [-0.90965, -4.30615, -3.73038], [3.18897, 2.81847, 2.34743], [3.75245, 2.87512, 3.41705], [1.88267, 2.98530, 2.23304], [3.70426, 2.66702, 1.12171], [1.61062, 3.37282, 1.34090], [1.20228, 2.94758, 2.97853], [3.12063, 2.13572, 0.49147], [4.70921, 2.73959, 1.05158], [5.27295, -2.64560, 3.59242], [3.75273, -2.80921, 4.05119], [3.30242, -1.56096, 4.83829], [2.87274, -0.39625, 3.91092], [1.87783, -0.83519, 2.86592], [2.25440, -2.10213, 2.01551], [2.91321, -3.13817, 2.87073], [3.15642, -4.41485, 2.31526], [0.96019, -2.61596, 1.32448], [3.30611, -1.72120, 0.94674], [3.69195, -3.94086, 5.12368], [5.56643, -1.61025, 3.41918], [5.52498, -3.23720, 2.71232], [5.91173, -3.09287, 4.35400], [2.46284, -1.77274, 5.50036], [4.19265, -1.24561, 5.38248], [3.65979, 0.15257, 3.39378], [2.46873, 0.42474, 4.50325], [1.86548, -0.04677, 2.11337], [0.89893, -1.01582, 3.31004], [1.08179, -3.37009, 0.54691], [0.40847, -3.13141, 2.11061], [0.18898, -1.89218, 1.06086], [3.69911, -2.60267, 0.44013], [2.92129, -1.14729, 0.10372], [4.15534, -1.12299, 1.27695], [3.58054, -3.64422, 6.16660], [4.58204, -4.56905, 5.08854], [2.86240, -4.64566, 5.06720], [2.57399, -4.96847, 2.84050], [-2.38471, 1.35482, -2.65501], [-2.33977, 0.43464, -2.91474], [-3.12204, 1.70882, -3.15225], [0.25619, 0.25921, -1.29301], [0.53683, -0.50732, -1.79291], [0.49993, 0.05880, -0.38934], [-3.85214, 0.06235, -4.96718], [-3.71424, -0.48300, -5.74165], [-4.02658, 0.93613, -5.31690], [-3.79448, 3.89199, -3.06718], [-4.56817, 3.91525, -2.50407], [-3.05511, 3.89218, -2.45927], [-4.38615, 2.69773, -5.45883], [-5.23852, 3.09080, -5.64650], [-4.09898, 3.12206, -4.65031], [-2.02146, 0.62153, 0.39784], [-2.20197, -0.31848, 0.39573], [-2.72467, 0.99977, 0.92572]]
}

=====

[2]
{
  "formula": "C32H29FeN10O2S",
  "method": "ωB97M-V/def2-TZVPD",
  "total_charge": -1,
  "energy_ev": -97874.1568,
  "homo_lumo_gap_ev": [5.5961, 6.9837],
  "multiplicity": 5,
  "species": ["Fe", "N", "C", "N", "C", "N", "N", "C", "C", "C", "C", "C", "C", "N", "C", "C", "C", "C", "C", "C", "H", "H", "H", "H", "H", "H", "H", "H", "H", "H", "H", "N", "C", "C", "C", "C", "C", "C", "S", "O", "O", "N", "C", "N", "C", "C", "C", "N", "H", "H", "H", "H", "H", "H", "H", "H", "H", "C", "C", "C", "C", "C", "C", "C", "C", "N", "H", "H", "H", "H", "H", "H", "H", "H", "H"],
  "coordinates": [[-0.63119, -0.67281, 1.12564], [0.22361, -2.84865, -2.81249], [0.32331, -1.97694, -1.77747], [-0.28130, -2.09253, -0.65793], [-1.25849, -3.10530, -0.52808], [-2.07420, -3.12994, 0.46220], [-1.90816, -2.11778, 1.33216], [-2.65673, -2.14017, 2.43531], [-2.24790, -1.30324, 3.48216], [-2.95439, -1.15488, 4.70149], [-2.44994, -0.34572, 5.68298], [-1.23732, 0.33521, 5.46572], [-0.60388, 0.15575, 4.25194], [-1.06725, -0.62822, 3.28337], [-1.33119, -4.15348, -1.54699], [-2.09824, -5.30710, -1.41126], [-2.15911, -6.23934, -2.43317], [-1.45578, -6.02809, -3.61405], [-0.67092, -4.89746, -3.75741], [-0.60107, -3.97170, -2.72415], [0.50181, -2.52214, -3.72098], [1.02141, -1.16072, -1.92048], [-3.47494, -2.84502, 2.52574], [-3.89113, -1.68364, 4.82921], [-2.98128, -0.22616, 6.61933], [-0.80412, 0.97774, 6.22093], [0.33284, 0.66123, 4.03446], [-2.65403, -5.44429, -0.49255], [-2.76025, -7.13189, -2.31250], [-1.51473, -6.74577, -4.42288], [-0.11165, -4.72558, -4.67125], [3.17268, 3.78337, -4.05229], [1.95598, 3.22533, -3.63845], [0.83902, 3.25552, -4.47463], [-0.33402, 2.61237, -4.10965], [-0.40855, 1.94045, -2.90062], [0.68544, 1.93554, -2.04489], [1.85779, 2.58025, -2.40518], [-1.81569, 0.89205, -2.57648], [-2.99876, 1.52354, -3.10602], [-1.45457, -0.36400, -3.21313], [-1.86508, 0.60859, -0.98593], [-2.00051, 1.65154, -0.12799], [-2.03673, 1.30372, 1.19588], [-2.09390, 2.29845, 2.06698], [-2.12412, 3.63679, 1.72346], [-2.06056, 3.89695, 0.36799], [-1.99592, 2.94528, -0.54482], [3.10339, 4.53691, -4.71369], [3.83052, 3.96351, -3.31313], [0.89660, 3.78370, -5.42124], [-1.20540, 2.63265, -4.75670], [0.60886, 1.44509, -1.07847], [2.70238, 2.58146, -1.71978], [-2.12824, 1.99691, 3.11225], [-2.18117, 4.41925, 2.46657], [-2.04619, 4.91638, -0.01175], [1.48643, 3.01816, 1.11967], [2.52865, 1.96313, 1.35774], [3.85490, 2.28997, 1.57831], [4.81897, 1.30858, 1.78973], [4.43542, -0.02924, 1.77763], [3.11840, -0.40936, 1.56976], [2.73634, -1.85926, 1.56352], [2.10560, 0.59265, 1.36201], [0.80849, 0.32265, 1.15939], [1.93774, 4.01250, 1.08206], [0.72991, 3.00452, 1.90680], [0.95566, 2.82975, 0.18203], [4.14500, 3.33712, 1.58407], [5.85225, 1.58213, 1.96804], [5.17949, -0.80250, 1.94415], [3.54904, -2.47827, 1.94730], [2.49028, -2.19511, 0.55576], [1.84041, -2.02036, 2.16473]]
}

=====

[3]
{
  "formula": "C5H7N",
  "method": "ωB97M-V/def2-TZVPD",
  "total_charge": 0,
  "energy_ev": -6778.7948,
  "e_above_lowest_kj_mol": 937.6,
  "homo_lumo_gap_ev": 6.0921,
  "multiplicity": 1,
  "species": ["C", "C", "N", "C", "C", "C", "H", "H", "H", "H", "H", "H", "H"],
  "coordinates": [[-1.15832, 0.10716, 0.36590], [0.05419, -0.44278, 1.03979], [1.24578, 1.65346, 0.21231], [0.65495, 0.21237, -0.10610], [-1.44913, -1.21206, 0.20432], [0.56931, -0.50483, -1.39887], [-1.36058, 1.13669, 0.56099], [0.19010, -0.24050, 2.20842], [0.69524, 2.39857, -0.38086], [-1.80956, -1.98859, 0.82444], [0.98862, -1.55812, -1.46099], [-0.48775, -0.44034, -1.72729], [1.03743, 0.15891, -2.14114]]
}

=====

[4]
{
  "formula": "C3H7NOS2",
  "method": "ωB97M-V/def2-TZVPD",
  "total_charge": 0,
  "energy_ev": -28428.8894,
  "e_above_lowest_kj_mol": 420.0,
  "smiles": "N[C@H](CS)C(O)=S",
  "homo_lumo_gap_ev": 8.6272,
  "multiplicity": 1,
  "species": ["N", "C", "C", "S", "C", "O", "S", "H", "H", "H", "H", "H", "H", "H"],
  "coordinates": [[0.73282, -1.27952, 0.11356], [-0.20576, -0.30773, 0.56662], [-1.52243, 0.09743, -0.12824], [-0.99630, 0.02710, -1.94423], [0.79482, 0.77956, 0.71320], [1.06919, 1.67525, -0.35884], [1.55716, 1.30858, 2.14494], [1.39856, -0.71493, -0.50529], [1.35572, -1.84954, 0.62009], [-0.51760, -0.56833, 1.68844], [-2.35463, -0.62801, 0.12266], [-1.66591, 1.38837, -0.25044], [-0.09560, -1.27980, -1.66747], [0.44995, 1.35158, -1.11499]]
}

=====

[5]
{
  "formula": "C28H34As2N3PdSb",
  "method": "ωB97M-V/def2-TZVPD",
  "total_charge": 2,
  "energy_ev": -165738.6723,
  "e_above_lowest_kj_mol": 103.5,
  "homo_lumo_gap_ev": [6.7750, 6.7732],
  "multiplicity": 1,
  "species": ["Pd", "C", "C", "C", "C", "C", "C", "N", "Sb", "C", "C", "C", "C", "C", "C", "N", "C", "C", "C", "C", "C", "C", "N", "H", "H", "H", "H", "H", "H", "H", "H", "H", "H", "H", "H", "H", "H", "H", "H", "H", "H", "C", "As", "C", "C", "C", "C", "C", "C", "C", "As", "C", "C", "H", "H", "H", "H", "H", "H", "H", "H", "H", "H", "H", "H", "H", "H", "H", "H"],
  "coordinates": [[0.33940, -0.10840, -0.01090], [2.20190, -0.21520, 2.65250], [0.80110, -0.13530, 3.16530], [0.54080, -0.12490, 4.53070], [-0.76700, -0.04360, 4.97020], [-1.77990, 0.01950, 4.02570], [-1.44500, 0.01170, 2.67830], [-0.18550, -0.05920, 2.26620], [-3.17790, 0.09220, 1.30930], [-2.29160, 1.69810, 0.07270], [-3.16790, 2.67310, -0.38260], [-2.64050, 3.83850, -0.91970], [-1.26720, 4.00010, -0.94420], [-0.44790, 2.97380, -0.47520], [1.03670, 3.11730, -0.44200], [-0.98210, 1.84380, -0.00570], [-2.50340, -1.67610, 0.17810], [-3.43260, -2.62010, -0.22940], [-2.96470, -3.84150, -0.69630], [-1.60190, -4.08460, -0.69080], [-0.73340, -3.08510, -0.26060], [0.74190, -3.30310, -0.15880], [-1.20500, -1.90040, 0.13230], [2.90220, -0.33560, 3.47370], [2.30930, -1.07090, 1.97140], [2.44640, 0.70980, 2.11560], [1.35950, -0.17680, 5.22970], [-0.99170, -0.03020, 6.02530], [-2.81520, 0.07920, 4.33190], [-4.23580, 2.52840, -0.30430], [-3.29770, 4.61130, -1.29060], [-0.82210, 4.91420, -1.30550], [1.30580, 4.01400, 0.11370], [1.47930, 2.23870, 0.04980], [1.43900, 3.22380, -1.45040], [-4.48950, -2.40650, -0.17420], [-3.65310, -4.60250, -1.03180], [-1.20240, -5.04160, -0.98940], [0.94700, -4.05900, 0.60050], [1.15460, -3.66500, -1.09920], [1.23560, -2.36200, 0.13610], [-1.44010, 0.79160, -3.24940], [0.10430, -0.16480, -2.52310], [0.08470, -1.76700, -3.65520], [1.66550, 0.77320, -3.24780], [1.62800, 1.33130, -4.52240], [2.74260, 1.96400, -5.04620], [3.90900, 2.03820, -4.30420], [3.95260, 1.49020, -3.03360], [2.83910, 0.85840, -2.49280], [2.94100, -0.04940, -0.75990], [4.54080, 0.68760, 0.11820], [3.74750, -1.70270, -1.44670], [-1.48790, 0.70820, -4.33510], [-1.39490, 1.84490, -2.97180], [-2.34920, 0.35590, -2.82610], [0.13240, -1.46010, -4.70280], [-0.83380, -2.33420, -3.48780], [0.94130, -2.40890, -3.44520], [0.72640, 1.26270, -5.12070], [2.70370, 2.38930, -6.03640], [4.78390, 2.51460, -4.72050], [4.86630, 1.55760, -2.45640], [5.41430, 0.57570, -0.52480], [4.72180, 0.11550, 1.03130], [4.41080, 1.73890, 0.38110], [4.66140, -1.42710, -1.97660], [3.06930, -2.19150, -2.14730], [4.00040, -2.39010, -0.63830]]
}

=====

[6]
{
  "formula": "C11H19N2S",
  "method": "ωB97M-V/def2-TZVPD",
  "total_charge": 1,
  "energy_ev": -25522.1182,
  "e_above_lowest_kj_mol": 46.3,
  "homo_lumo_gap_ev": 8.5971,
  "multiplicity": 1,
  "species": ["C", "C", "C", "C", "C", "C", "C", "C", "C", "C", "C", "N", "N", "S", "H", "H", "H", "H", "H", "H", "H", "H", "H", "H", "H", "H", "H", "H", "H", "H", "H", "H", "H"],
  "coordinates": [[-3.09454, 0.53760, 0.11558], [2.15658, 0.47284, -0.99225], [0.01112, 1.66217, -0.48436], [-0.09616, -0.62074, -1.54276], [1.36401, 0.90222, 1.37424], [1.34778, -1.31515, 0.37902], [0.73656, 0.73228, -1.44473], [2.14741, -0.06839, 0.46042], [-0.11713, 1.09382, 0.89456], [-0.06497, -1.18077, -0.12503], [-0.68758, -0.22618, 0.89496], [-3.82714, 0.88140, 1.21809], [-1.25606, -0.70989, 1.95738], [-3.68440, -0.84994, -0.76120], [2.62564, -0.35844, -1.71683], [2.82990, 1.29993, -1.00474], [0.51299, 2.69026, -0.28709], [-0.97423, 1.70975, -0.99825], [-1.02296, -0.35298, -1.89054], [0.44262, -1.33191, -2.23282], [1.55819, 0.43180, 2.50247], [1.80076, 1.88717, 1.53818], [1.90308, -2.01061, -0.16727], [1.48949, -1.77220, 1.40138], [0.78355, 1.32031, -2.38319], [3.19348, -0.30629, 0.86453], [-0.54395, 1.79201, 1.58122], [-0.54578, -2.12947, -0.01952], [-3.65520, 1.78705, 1.61728], [-4.68355, 0.33571, 1.47024], [-1.85746, -0.09532, 2.53928], [-1.37642, -1.72913, 1.86506], [-2.70194, -0.68076, -1.62207]]
}